The following is a quantum chemistry calculation of C34H88N6O11 as an isolated structure at a distorted geometry, from the Open Molecules 2025 dataset.

The calculation puts the LUMO energy at 0.358 eV. The HOMO energy is -7.1697 eV. Its frontier orbital gap is 7.53 eV. Its relative energy (zero: lowest compared OMol25 entry of this formula, charge and spin) is 28.834 eV. The net charge is 0.

```
139
Properties=species:S:1:pos:R:3:forces:R:3
C -1.8488 1.1051 -5.5858 -0.10 0.56 -0.66
C -1.2027 -0.2267 -5.3377 3.27 -0.13 -1.81
C -0.3372 -0.6837 -6.6336 -0.85 0.15 0.48
C 0.6368 -1.8844 -6.5272 0.07 2.12 1.08
C 1.5716 -1.5035 -5.3818 -0.60 -1.17 -0.40
C 0.9048 -1.1516 -4.0302 -0.52 -0.11 -0.87
N -0.2263 -0.1094 -4.2192 3.99 -0.56 -5.23
O -0.7072 0.4328 -3.0956 -3.05 -0.21 -2.70
C 0.4329 -2.4113 -3.2876 -1.16 -0.58 -1.03
C 2.0300 -0.5340 -3.2640 1.63 1.36 -1.12
C -2.2176 -1.2052 -5.1142 -3.07 -2.35 0.91
H -1.1106 1.8956 -5.7210 -0.03 0.17 0.61
H -2.6066 1.2605 -4.8180 0.35 0.59 0.21
H -2.4070 1.1342 -6.5216 -0.09 -0.49 -0.18
H -0.9546 -0.9763 -7.4829 -0.81 0.58 0.20
H 0.1371 0.2619 -6.8961 0.72 -0.29 -0.29
H 1.2470 -1.8198 -7.4280 -0.19 -0.63 -0.21
H 0.1544 -2.8537 -6.4009 -0.13 0.12 -0.13
H 2.2014 -0.7201 -5.8034 -0.03 0.33 0.55
H 2.2152 -2.3588 -5.1760 0.32 0.05 0.20
H -0.1368 -2.0828 -2.4184 0.08 -0.72 -1.78
H -0.2039 -3.1107 -3.8294 -0.07 0.23 -0.65
H 1.2466 -3.0274 -2.9051 0.13 0.12 -0.23
H 1.7962 0.1348 -2.4356 0.04 -1.72 -2.87
H 2.8051 -1.1806 -2.8526 -0.19 -0.70 -0.54
H 2.5824 0.1566 -3.9011 -0.07 -0.94 -0.55
H -3.0838 -0.8023 -4.5894 -0.11 0.41 0.06
H -1.9234 -1.9747 -4.4005 0.78 -0.12 -1.85
H -2.6959 -1.6587 -5.9824 0.47 -0.04 -0.35
H -1.1274 -0.3886 -2.8302 -0.92 0.25 1.43
C 0.4101 2.3811 -0.1337 0.30 -1.24 0.16
C 0.0181 0.8765 -0.0463 -0.51 0.70 1.76
C 0.7086 0.1294 -1.1595 -0.03 -1.07 2.52
C 0.9476 -1.3984 -0.9804 0.04 1.08 1.21
C 1.5381 -1.7853 0.3407 0.26 1.08 -0.94
C 0.7921 -1.0981 1.5219 1.47 -2.01 -0.52
N 0.4713 0.3161 1.2690 1.84 -1.13 -3.00
O -0.0578 0.9638 2.3453 -0.49 0.70 -0.08
C -0.4021 -1.9756 1.8083 -0.65 1.57 -0.15
C 1.7989 -1.2242 2.6884 -2.08 -1.46 -1.38
C -1.5457 0.8672 -0.1160 4.01 -2.73 -0.15
H -0.2808 3.0210 0.4152 1.05 -2.66 -1.46
H 0.4457 2.7252 -1.1673 -0.18 -0.79 0.10
H 1.3931 2.6573 0.2478 0.45 -0.40 0.16
H 0.1198 0.3143 -2.0579 1.73 -0.02 2.24
H 1.6808 0.5462 -1.4227 -0.47 0.86 2.91
H 1.6065 -1.7627 -1.7687 -0.33 0.35 1.27
H 0.0423 -1.9884 -1.1231 0.06 0.55 1.35
H 2.6109 -1.5949 0.3113 0.18 0.64 0.32
H 1.5402 -2.8732 0.2718 -0.49 -0.15 1.12
H -0.8046 -1.6645 2.7723 -0.11 -0.62 0.04
H -1.1953 -1.7161 1.1072 -0.18 -0.06 -0.20
H -0.2755 -3.0539 1.7109 1.28 0.62 0.08
H 2.0456 -2.2750 2.8408 -0.49 0.53 0.35
H 2.6850 -0.6247 2.4796 -1.94 -3.60 -2.17
H 1.2833 -0.8183 3.5587 0.94 -1.32 -0.21
H -2.0927 1.1656 0.7784 1.06 0.04 -0.11
H -1.8932 -0.1418 -0.3384 1.79 -0.06 2.00
H -1.9288 1.2433 -1.0646 2.18 0.03 2.06
H 0.7410 1.4341 2.5951 -0.37 0.17 0.30
C 3.8389 -4.5016 1.1231 5.68 3.61 -1.90
O 4.6647 -3.6094 0.6858 -2.69 -2.00 0.79
N 2.8952 -4.3043 1.9478 -4.37 1.76 3.42
N 4.0545 -5.7648 0.9140 1.63 -4.14 -1.82
H 2.6955 -3.3756 2.2908 0.26 -0.51 -0.42
H 2.4044 -5.0663 2.3935 0.11 0.28 -0.16
H 4.9565 -5.9714 0.5091 -0.30 -0.12 -0.07
H 3.5702 -6.5254 1.3689 0.08 0.37 -0.10
C -3.7775 1.9310 -0.3254 -2.25 5.88 -0.27
O -4.4129 1.1082 -0.9290 -8.62 8.72 -3.94
N -2.8686 2.7127 -0.8591 -0.45 3.68 -3.56
N -3.9572 2.1775 0.9457 -2.12 -0.51 3.70
H -2.4866 3.4687 -0.3091 -0.49 -1.20 -1.37
H -2.4665 2.4754 -1.7547 -0.67 0.67 0.05
H -4.6793 1.7335 1.4948 0.00 -0.10 -0.60
H -3.4071 2.9174 1.3580 -2.32 -1.35 -0.49
C 2.6946 0.8312 3.6803 1.11 1.91 -0.07
C 2.8083 2.1816 2.9521 1.37 -0.81 -0.61
O 2.8784 3.2368 3.9075 4.62 2.75 -4.00
H 3.3391 0.6759 4.5455 -0.07 0.96 0.42
H 3.0957 0.0481 3.0369 1.00 3.38 2.00
H 1.6566 0.6510 3.9601 1.09 0.12 0.22
H 2.0423 2.4864 2.2392 -0.32 -0.54 0.10
H 3.7038 2.1592 2.3310 0.18 0.16 0.05
H 3.8225 3.3742 4.0145 0.13 0.38 0.42
C -2.6470 -1.8447 -2.2512 0.29 0.22 0.95
C -2.9778 -0.3301 -1.8682 -1.39 -4.74 -0.48
O -3.4586 -0.4074 -0.5406 3.59 -9.98 -0.61
H -2.5375 -2.0677 -3.3125 -0.64 -0.11 1.84
H -3.2400 -2.6255 -1.7748 -1.13 0.61 -0.13
H -1.7347 -2.1392 -1.7326 0.32 0.37 -0.13
H -3.7474 0.0835 -2.5200 0.26 -0.18 -0.32
H -2.0522 0.2445 -1.9013 -1.83 -0.73 -0.51
H -3.6695 0.5189 -0.4027 1.39 -4.40 2.15
C -0.8181 4.8293 -0.5255 -0.22 0.42 0.58
C -1.1174 4.3787 0.9547 2.07 4.55 0.55
O -2.3152 3.7305 1.1588 2.16 1.95 2.47
H -0.2061 4.0991 -1.0550 -0.85 0.75 -0.01
H -0.2524 5.7602 -0.5633 -0.04 0.09 0.53
H -1.7388 5.0504 -1.0655 -0.03 -0.09 -0.03
H -1.1269 5.2740 1.5764 -0.23 0.57 -0.13
H -0.2744 3.8414 1.3892 -0.45 0.61 0.43
H -2.1939 3.2695 1.9922 0.49 -0.16 0.54
C -2.3406 -4.0639 2.4597 -1.57 0.76 0.04
C -2.9033 -3.5023 3.7692 -0.12 -1.67 0.55
O -3.1028 -2.1165 3.7196 0.32 0.61 -0.61
H -3.1782 -4.0109 1.7642 0.19 0.28 -0.51
H -2.1077 -5.1286 2.4750 0.37 0.11 0.52
H -1.5300 -3.4064 2.1455 -1.23 -1.35 0.23
H -2.2414 -3.8266 4.5722 0.28 0.37 0.35
H -3.8568 -3.9723 4.0103 -0.21 -0.28 -0.12
H -3.3225 -1.7593 4.5832 -0.06 -0.27 0.11
C 2.3650 2.2175 -3.0578 1.55 -0.99 0.31
C 3.5658 1.4928 -2.3116 -0.77 1.15 -0.62
O 3.8641 2.2085 -1.1122 0.39 -0.59 0.04
H 2.1902 1.6835 -3.9918 -0.11 0.93 -0.04
H 2.7042 3.2356 -3.2488 -0.36 0.17 0.04
H 1.4547 2.1316 -2.4643 0.28 0.44 -0.27
H 4.4020 1.3955 -3.0039 0.51 0.79 -0.03
H 3.3952 0.4328 -2.1232 0.08 0.78 0.96
H 3.5111 3.0993 -1.1703 0.01 -0.04 -0.23
C -0.7010 -0.2375 4.6786 -2.64 1.15 -0.22
C -0.6112 -1.4513 5.5047 1.85 0.70 1.16
O 0.7162 -1.3157 6.0346 1.14 -1.80 0.44
H -1.6237 -0.3256 4.1050 0.07 0.51 -0.49
H 0.1148 0.0383 4.0104 -0.88 -0.86 0.81
H -0.8467 0.6235 5.3310 0.13 -0.08 0.10
H -0.7743 -2.3811 4.9598 0.66 -0.01 0.06
H -1.2198 -1.4650 6.4089 -0.91 0.07 -0.35
H 0.8592 -0.4027 6.2947 -0.19 0.15 -0.06
C -0.9100 3.2855 5.3006 1.55 -0.76 -0.96
C 0.3845 3.0471 4.4293 0.47 -0.09 1.47
O 1.4528 2.5334 5.2604 -5.14 -0.87 2.88
H -1.3481 2.3256 5.5740 -0.14 0.24 -0.13
H -1.6457 3.9009 4.7828 0.01 0.09 0.12
H -0.5566 3.7333 6.2295 -0.17 0.31 -0.14
H 0.7685 3.9566 3.9673 -0.41 0.69 0.25
H 0.3527 2.3712 3.5748 -1.39 0.52 0.86
H 2.1880 2.5744 4.6444 -0.10 -0.15 2.14
```
Forces are in eV/Å.